# 1
Here is a 2-piece molecular cluster, C4H14NO2 overall in a non-equilibrium geometry from the OMol25 dataset. Energies are from wB97M-V/def2-TZVPD.

ORCA input file:
```
! RIJCOSX wB97M-V def2-TZVPD def2/J DEFGRID3
* xyz 1 1
C -1.4917 0.5898 0.6790
O -1.5573 1.8671 0.0653
C -0.4098 -0.2296 -0.0279
C 0.3180 -1.2950 0.7862
C 0.9631 -0.7759 2.0613
N 0.6105 0.6920 -0.6538
H -2.4282 0.0704 0.5027
H -1.2801 0.6682 1.7460
H -1.7972 2.5363 0.7187
H -0.7971 -0.7371 -0.9071
H 1.0462 -1.7986 0.1477
H -0.4055 -2.0766 1.0515
H 1.6093 -1.5388 2.4931
H 0.3099 -0.4749 2.8878
H 1.6170 0.0973 1.8963
H 1.5352 0.7048 -0.2376
H 0.6430 0.6181 -1.6735
H 0.2116 1.6496 -0.5241
H -0.2118 0.1959 -3.9036
H 1.0745 -0.6186 -3.8299
O 0.4406 -0.1445 -3.2781
*
```

Values from the calculation:
- E_tot (eV) = -9954.1225
- energy relative to the best compared isomer or geometry (same formula, charge and spin) (kJ/mol) = 61.6
- HOMO energy (eV) = -15.1
- HOMO-LUMO gap (Ha) = 0.4468

Atom charges from the Löwdin analysis, given in e for atoms 1 to 5:
1. C -0.17
2. O -0.05
3. C -0.27
4. C -0.19
5. C -0.09

# 2
Here is a 2-piece molecular cluster, C4H14NO2 overall in a non-equilibrium geometry from the OMol25 dataset. Energies are from wB97M-V/def2-TZVPD.

ORCA input file:
```
! RIJCOSX wB97M-V def2-TZVPD def2/J DEFGRID3
* xyz 1 1
C 0.3561 -1.1555 -0.6064
C -0.7835 -0.2249 -0.3095
C -0.9891 1.1102 -1.0890
C 0.2190 2.0861 -1.0532
O 1.3533 1.5722 -0.3540
N -0.6244 0.1467 1.1848
H -0.0050 -2.1789 -0.4199
H 1.2578 -1.1547 -0.0057
H 0.7456 -1.2737 -1.6318
H -1.7324 -0.7345 -0.4814
H -1.5171 0.8523 -1.9945
H -1.8922 1.4912 -0.6056
H 0.3812 2.3176 -2.1071
H 0.0871 2.9908 -0.4749
H 1.9113 0.9859 -0.8685
H -1.4280 0.0452 1.8072
H 0.0604 -0.5402 1.6008
H -0.2232 1.0801 1.1656
H 0.4834 -3.0948 2.2483
H 1.6256 -2.0781 2.1307
O 0.7142 -2.2430 1.8643
*
```

Values from the calculation:
- E_tot (eV) = -9952.9906
- energy relative to the best compared isomer or geometry (same formula, charge and spin) (kJ/mol) = 170.8
- HOMO energy (eV) = -14.4
- HOMO-LUMO gap (Ha) = 0.4177

Atom charges from the Löwdin analysis, given in e for atoms 1 to 5:
1. C -0.08
2. C -0.29
3. C -0.11
4. C -0.20
5. O -0.08

Q: Number 2 is which compound?
A: C4H14NO2